# 1
C36H48Cl5InN6OP2 | ωB97M-V/def2-TZVPD

Last column: Löwdin charge in e.
Geometry (Å):
In  -0.408  -0.300  -0.498  0.7797
C  -4.387  3.692  -0.927  0.0000
N  -3.813  2.359  -0.808  -0.1016
C  -4.522  1.190  -0.796  -0.0030
C  -3.609  0.179  -0.719  -0.0897
N  -2.358  0.724  -0.688  0.0015
C  -2.500  2.046  -0.736  -0.4274
P  -1.142  3.268  -0.783  1.2163
C  -0.152  2.592  0.602  -0.4200
N  0.322  1.357  0.754  0.0002
C  1.100  1.352  1.873  -0.0887
C  1.094  2.605  2.414  -0.0084
N  0.305  3.373  1.610  -0.1023
C  -0.009  4.779  1.828  -0.0049
C  -0.234  2.465  -2.145  -0.4414
N  0.268  1.239  -2.110  0.0013
C  0.920  1.042  -3.290  -0.0683
C  0.807  2.172  -4.052  -0.0075
N  0.077  3.065  -3.321  -0.1068
C  -0.449  4.334  -3.800  -0.0037
H  -5.423  3.665  -0.602  0.1046
H  -4.358  4.032  -1.961  0.1043
H  -3.838  4.398  -0.309  0.0817
H  -5.596  1.168  -0.859  0.1407
H  -3.757  -0.887  -0.681  0.0859
H  1.619  0.465  2.197  0.1163
H  1.585  2.997  3.288  0.1408
H  0.482  5.114  2.737  0.1037
H  -1.083  4.919  1.942  0.0951
H  0.341  5.388  0.997  0.0965
H  1.419  0.112  -3.507  0.1219
H  1.204  2.400  -5.026  0.1397
H  0.119  4.666  -4.663  0.1044
H  -0.388  5.093  -3.022  0.0832
H  -1.490  4.219  -4.100  0.1022
Cl  2.732  -1.081  -0.449  0.7365
C  1.827  -2.177  -1.423  -0.7147
C  0.466  -1.944  -1.550  -0.3062
C  -0.295  -2.734  -2.397  -0.6950
Cl  -1.964  -2.346  -2.545  0.7635
C  0.284  -3.782  -3.103  -0.6958
Cl  -0.665  -4.753  -4.145  0.7384
C  1.652  -4.027  -2.946  -0.6881
Cl  2.386  -5.301  -3.818  0.7454
C  2.432  -3.229  -2.103  -0.6971
Cl  4.106  -3.534  -1.910  0.7362
O  -1.292  -1.419  1.124  -0.3936
P  -1.768  -2.147  2.383  0.9072
C  -0.283  -2.551  3.386  -0.3221
C  -0.458  -3.511  4.579  -0.1782
C  -0.188  -4.956  4.162  -0.1814
C  1.293  -5.134  3.784  -0.1725
C  1.876  -3.844  3.180  -0.1776
C  0.800  -3.075  2.418  -0.2015
C  -2.911  -0.986  3.245  -0.3202
C  -2.335  0.435  3.145  -0.2077
C  -3.029  1.360  4.140  -0.1814
C  -2.659  0.954  5.579  -0.1756
C  -2.400  -0.558  5.691  -0.1809
C  -3.277  -1.329  4.706  -0.1767
C  -2.656  -3.648  1.826  -0.3205
C  -3.439  -4.389  2.932  -0.1785
C  -4.908  -3.969  2.948  -0.1811
C  -5.600  -4.390  1.641  -0.1747
C  -4.625  -4.373  0.451  -0.1753
C  -3.569  -3.284  0.639  -0.2121
H  0.033  -1.571  3.768  0.1139
H  -1.445  -3.413  5.033  0.0841
H  0.262  -3.235  5.352  0.1278
H  -0.825  -5.214  3.312  0.0944
H  -0.453  -5.630  4.976  0.1219
H  1.384  -5.952  3.069  0.1143
H  1.867  -5.411  4.668  0.1151
H  2.699  -4.088  2.508  0.1156
H  2.284  -3.208  3.970  0.1179
H  0.357  -3.742  1.670  0.1153
H  1.242  -2.238  1.884  0.0736
H  -3.816  -1.029  2.629  0.1127
H  -2.436  0.804  2.122  0.0905
H  -1.268  0.416  3.380  0.0997
H  -4.110  1.303  3.994  0.1180
H  -2.731  2.395  3.957  0.1048
H  -3.463  1.246  6.255  0.1150
H  -1.765  1.496  5.898  0.1111
H  -2.606  -0.893  6.707  0.1217
H  -1.347  -0.776  5.489  0.0997
H  -4.319  -1.055  4.883  0.1280
H  -3.202  -2.400  4.889  0.0829
H  -1.859  -4.299  1.452  0.1218
H  -2.984  -4.232  3.910  0.0813
H  -3.393  -5.462  2.735  0.1293
H  -4.976  -2.885  3.074  0.0925
H  -5.410  -4.420  3.803  0.1215
H  -6.432  -3.710  1.446  0.1119
H  -6.024  -5.389  1.745  0.1154
H  -5.172  -4.199  -0.476  0.1149
H  -4.129  -5.341  0.351  0.1208
H  -4.085  -2.335  0.828  0.0928
H  -2.968  -3.162  -0.263  0.0550

Summary:
**HOMO level**: -13.40 eV
**Charge**: +2
**E_LUMO**: -0.1875 hartree
**Gap between HOMO and LUMO**: 0.3050 Eh

***

# 2
C14H31AgB3O3 | ωB97M-V/def2-TZVPD

Last column: Löwdin charge in e.
Geometry (Å):
C  -0.931  2.926  4.708  -0.0862
C  -1.647  3.075  3.361  -0.2665
C  -2.266  1.772  2.847  -0.2560
C  -2.700  1.847  1.378  -0.2339
C  -3.190  0.501  0.836  -0.2040
C  -2.030  -0.390  0.362  -0.2016
C  -2.359  -1.219  -0.886  -0.1895
C  -1.172  -1.528  -1.802  -0.2078
C  -0.369  -2.777  -1.455  -0.1846
C  0.346  -2.805  -0.098  -0.1838
C  1.781  -2.249  -0.122  -0.1915
C  1.827  -0.751  0.142  -0.2197
C  3.211  -0.115  0.015  -0.1988
C  4.026  -0.529  -1.218  -0.0601
B  3.363  -0.310  -2.616  -0.5306
O  4.168  0.005  -3.705  0.2602
B  3.576  0.778  -4.674  -0.3197
O  2.263  0.533  -5.024  0.2386
B  1.586  -0.297  -4.162  -0.3434
O  2.002  -0.407  -2.853  0.2400
H  -1.598  3.134  5.543  0.0754
H  -0.554  1.916  4.845  0.0774
H  -0.109  3.632  4.773  0.0790
H  -2.439  3.829  3.475  0.0875
H  -0.956  3.445  2.607  0.1148
H  -1.568  0.944  2.966  0.1259
H  -3.130  1.521  3.493  0.0976
H  -1.875  2.229  0.780  0.1261
H  -3.527  2.597  1.266  0.0691
H  -3.713  -0.013  1.649  0.1123
H  -3.918  0.637  0.037  0.1074
H  -1.759  -1.049  1.186  0.1021
H  -1.149  0.221  0.154  0.1048
H  -2.881  -2.138  -0.614  0.1218
H  -3.074  -0.641  -1.477  0.1038
H  -0.537  -0.644  -1.890  0.0939
H  -1.586  -1.692  -2.799  0.1117
H  -1.048  -3.629  -1.511  0.1109
H  0.388  -2.921  -2.228  0.1082
H  0.398  -3.841  0.235  0.1085
H  -0.207  -2.259  0.666  0.0840
H  2.348  -2.769  0.651  0.1192
H  2.213  -2.481  -1.094  0.1026
H  1.435  -0.557  1.145  0.1110
H  1.146  -0.260  -0.557  0.0865
H  3.120  0.970  0.066  0.1114
H  3.786  -0.402  0.899  0.1116
H  4.362  -1.560  -1.098  0.1200
H  4.941  0.066  -1.232  0.1175
H  4.173  1.678  -5.167  0.1183
H  0.657  -0.937  -4.539  0.1210
Ag  -4.822  2.915  2.735  0.8978

Summary:
**HOMO level**: -12.46 eV
**Charge**: +1
**E_LUMO**: -0.2301 hartree
**Gap between HOMO and LUMO**: 0.2278 Eh

***

# 3
C16H17NO | ωB97M-V/def2-TZVPD

Last column: Löwdin charge in e.
Geometry (Å):
C  -0.732  -0.119  -3.852  -0.0419
C  -0.059  1.048  -3.178  -0.2196
C  -0.056  2.339  -3.564  -0.0855
N  0.835  3.093  -2.826  0.0721
C  1.342  2.276  -1.839  -0.2081
C  2.397  2.483  -0.947  -0.0316
C  2.877  1.394  -0.247  -0.1128
C  2.452  0.070  -0.482  -0.0839
C  1.387  -0.139  -1.363  -0.0337
C  0.976  0.932  -2.122  -0.1261
H  -0.034  -0.588  -4.550  0.0812
H  -1.629  0.230  -4.347  0.0703
H  -0.953  -0.920  -3.144  0.0654
H  -0.733  2.709  -4.321  0.1209
H  0.746  4.090  -2.758  0.1453
H  2.754  3.466  -0.658  0.1035
H  3.797  1.500  0.321  0.0960
H  2.865  -0.636  0.226  0.0937
H  0.834  -1.060  -1.207  0.0899
C  -1.480  -0.391  4.794  -0.0694
C  -1.242  -0.908  3.420  -0.2796
C  -1.606  -0.214  2.241  -0.0317
C  -1.447  -0.799  1.015  -0.0206
C  -1.001  -2.139  0.900  -0.3112
O  -0.900  -2.487  -0.438  0.0046
C  -0.819  -2.882  2.046  -0.0345
C  -0.828  -2.223  3.258  -0.0641
H  -2.288  0.349  4.812  0.0768
H  -0.646  0.176  5.227  0.0814
H  -1.777  -1.158  5.507  0.0754
H  -1.996  0.792  2.345  0.1123
H  -1.738  -0.336  0.087  0.1157
H  -0.411  -3.343  -0.465  0.1240
H  -0.301  -3.834  1.945  0.1135
H  -0.589  -2.770  4.164  0.1122

Summary:
**HOMO level**: -7.73 eV
**E_LUMO**: 0.0295 hartree
**SMILES string**: Cc1c[nH]c2ccccc12.Cc1ccc(O)cc1
**Gap between HOMO and LUMO**: 0.3134 Eh

***

# 4
C16H25N3O5PS2Sr | ωB97M-V/def2-TZVPD

Last column: Löwdin charge in e.
Geometry (Å):
Sr  -1.300  0.061  0.470  1.5309
C  -2.648  2.190  1.740  -0.2803
C  -1.550  3.104  2.047  -0.1923
C  -1.749  4.285  1.386  -0.1851
C  -2.968  4.194  0.644  -0.2212
C  -3.525  2.958  0.870  -0.1566
H  -3.113  1.679  2.600  0.0956
H  -0.794  2.912  2.802  0.0915
H  -1.120  5.159  1.441  0.0952
H  -3.443  5.008  0.121  0.1019
H  -4.516  2.641  0.577  0.0924
O  2.811  -0.112  0.215  0.0856
C  2.025  -0.808  0.843  -0.5288
N  0.708  -0.843  0.605  -0.3664
S  -0.062  -1.793  1.661  0.5938
O  -0.818  -2.831  0.981  -0.3809
O  -0.917  -0.908  2.435  -0.4396
C  1.362  -2.407  2.522  -0.1951
C  1.532  -3.360  3.499  -0.0119
C  2.834  -3.621  3.915  -0.0345
C  3.911  -2.947  3.358  -0.0292
C  3.725  -2.005  2.358  0.0245
C  2.433  -1.745  1.942  -0.1274
H  0.687  -3.889  3.914  0.1294
H  3.005  -4.364  4.679  0.1187
H  4.909  -3.167  3.702  0.1186
H  4.549  -1.482  1.900  0.1312
N  -1.156  3.934  -1.527  0.1104
C  -0.023  3.035  -1.240  -0.1751
P  -0.509  1.541  -2.292  0.4211
O  -1.018  2.140  -3.549  -0.3016
O  -1.528  0.742  -1.506  -0.6288
C  1.063  0.627  -2.584  -0.2887
N  0.727  -0.376  -3.585  -0.0602
H  -0.891  4.920  -1.571  0.1683
H  -1.913  3.825  -0.780  0.0875
H  -1.494  3.590  -2.461  0.1209
H  0.041  2.812  -0.169  0.0836
H  0.909  3.461  -1.616  0.1105
H  1.442  0.154  -1.681  0.0527
H  1.814  1.351  -2.918  0.1100
H  -0.387  -1.353  -2.533  0.0103
H  1.563  -0.752  -4.024  0.1045
H  0.182  0.083  -4.314  0.0863
C  0.807  -2.970  -1.378  -0.2136
S  -0.673  -1.944  -1.316  0.9551
C  -1.875  -3.139  -1.933  -0.2183
H  0.776  -3.656  -0.538  0.0671
H  1.673  -2.321  -1.281  0.0600
H  0.845  -3.507  -2.318  0.0737
H  -1.464  -3.698  -2.767  0.0674
H  -2.770  -2.601  -2.238  0.0727
H  -2.107  -3.803  -1.108  0.0640

Summary:
**HOMO level**: -9.80 eV
**Charge**: +1
**E_LUMO**: -0.1075 hartree
**Gap between HOMO and LUMO**: 0.2525 Eh